This record from OMol25 describes C43H57CoGeN4OS3SbSi as an isolated structure. The level of theory is ωB97M-V with the def2-TZVPD basis set.

Positions of all 112 atoms, in Å:
Co: -0.1161 -0.2999 0.8556
S: -0.7290 1.2952 2.3880
C: 0.4668 1.4498 3.6530
C: 0.1964 0.7478 4.8698
N: -0.0682 0.1980 5.8479
C: 1.5219 2.2938 3.5443
S: 1.8943 3.2863 2.1934
C: 2.4561 2.3724 4.6387
N: 3.2130 2.4136 5.5040
N: -2.3030 -2.0361 1.6151
N: -2.0948 -0.8256 0.8716
H: -3.2896 -2.1525 1.8151
H: -1.8160 -1.9346 2.5000
H: -2.6522 -0.0616 1.2438
H: -2.3973 -1.0012 -0.0830
C: -2.4682 5.4443 -2.8265
C: -1.8030 4.1805 -2.2902
C: -2.3880 3.7404 -0.9471
C: -1.6184 2.6312 -0.2128
Ge: 0.0372 3.3476 0.6601
C: 1.3262 3.4987 -0.8327
C: 1.7776 4.9394 -1.0903
C: 2.6767 5.0828 -2.3203
C: 1.9352 4.8517 -3.6343
H: -2.0836 5.7159 -3.8117
H: -2.2916 6.2869 -2.1535
H: -3.5506 5.3136 -2.9139
H: -0.7295 4.3504 -2.1979
H: -1.9198 3.3740 -3.0238
H: -3.4213 3.4113 -1.1108
H: -2.4640 4.6196 -0.2960
H: -1.3201 1.8325 -0.9043
H: -2.2633 2.1936 0.5508
H: -0.4562 4.7284 1.1584
H: 0.8483 3.0653 -1.7173
H: 2.1803 2.8592 -0.5986
H: 2.3031 5.3142 -0.2066
H: 0.9061 5.5949 -1.2180
H: 3.5109 4.3778 -2.2407
H: 3.1186 6.0827 -2.3278
H: 1.5397 3.8342 -3.7000
H: 2.5901 5.0041 -4.4942
H: 1.0917 5.5422 -3.7308
C: -1.4703 -7.0600 -0.5928
C: -2.2203 -5.9039 -0.7573
C: -1.6421 -4.6622 -0.5202
C: -0.3108 -4.5684 -0.1249
C: 0.4374 -5.7334 0.0371
C: -0.1425 -6.9740 -0.1916
Sb: 0.6316 -2.6999 0.2622
C: 2.5445 -3.2301 -0.4813
C: 2.6944 -3.4456 -1.8501
C: 3.9156 -3.8653 -2.3614
C: 4.9931 -4.0749 -1.5099
C: 4.8474 -3.8602 -0.1470
C: 3.6266 -3.4379 0.3677
C: 0.9256 -2.9476 2.3743
C: 0.1721 -3.8839 3.0862
C: 0.3071 -3.9982 4.4645
C: 1.2024 -3.1863 5.1475
C: 1.9643 -2.2611 4.4492
C: 1.8216 -2.1316 3.0734
H: -1.9195 -8.0285 -0.7744
H: -3.2584 -5.9694 -1.0628
H: -2.2416 -3.7652 -0.6160
H: 1.4774 -5.6757 0.3402
H: 0.4443 -7.8749 -0.0585
H: 1.8667 -3.2679 -2.5259
H: 4.0261 -4.0250 -3.4271
H: 5.9456 -4.4026 -1.9091
H: 5.6851 -4.0203 0.5215
H: 3.5258 -3.2810 1.4349
H: -0.5214 -4.5352 2.5647
H: -0.2895 -4.7236 5.0050
H: 1.2938 -3.2598 6.2238
H: 2.6552 -1.6158 4.9801
H: 2.4099 -1.3881 2.5484
C: -5.9210 -1.7219 -2.7101
C: -4.4780 -1.2910 -2.7083
C: -3.4461 -2.2232 -2.7464
C: -2.1128 -1.8243 -2.7347
C: -1.8088 -0.4756 -2.6946
C: -2.8232 0.4761 -2.6523
C: -4.1455 0.0649 -2.6634
S: -0.0801 -0.0005 -2.5666
C: 0.1150 0.6735 -4.2204
O: 0.6948 -1.2682 -2.5564
H: -6.0124 -2.7977 -2.8522
H: -6.4756 -1.2251 -3.5080
H: -6.4077 -1.4634 -1.7677
H: -3.6846 -3.2803 -2.7895
H: -1.3037 -2.5459 -2.7608
H: -2.5851 1.5343 -2.6066
H: -4.9357 0.8080 -2.6359
H: -0.0933 -0.1175 -4.9404
H: 1.1505 1.0069 -4.2976
H: -0.5633 1.5199 -4.3510
C: 5.2406 -0.3695 -1.2631
Si: 4.7145 0.4838 0.3150
C: 5.1382 2.3037 0.2316
C: 5.5604 -0.2811 1.7984
C: 2.9069 0.2682 0.5150
C: 1.7156 0.0520 0.6406
H: 6.3294 -0.3509 -1.3784
H: 4.7980 0.1254 -2.1333
H: 4.9097 -1.4123 -1.2662
H: 6.2040 2.4417 0.0213
H: 4.9050 2.8032 1.1760
H: 4.5712 2.8049 -0.5599
H: 6.6329 -0.0638 1.7862
H: 5.4350 -1.3657 1.8085
H: 5.1468 0.1208 2.7282

The multiplicity is 2. For the HOMO-LUMO gap (alpha / beta), the calculation gives 7.054 / 7.462 eV. As for the expectation value of S²: 0.7711. For the max |F|, the calculation gives 0.012 hartree/bohr. Its energy relative to the best compared isomer or geometry (same formula, charge and spin) is 0.994 eV. As for the LUMO energy (alpha / beta): -0.0176 / -0.0032 Eh.

Atom charges from the Löwdin analysis, given in e for atoms 1 to 99: 0.07 0.71 -0.66 -0.28 0.17 -0.70 0.70 -0.27 0.18 0.00 -0.14 0.09 0.07 0.06 0.07 -0.10 -0.27 -0.28 -0.39 0.68 -0.37 -0.29 -0.26 -0.11 0.07 0.08 0.07 0.07 0.09 0.11 0.10 0.01 0.01 -0.01 0.04 0.03 0.10 0.10 0.10 0.11 0.05 0.07 0.07 -0.09 -0.09 -0.14 -0.36 -0.12 -0.08 1.60 -0.35 -0.12 -0.08 -0.10 -0.09 -0.12 -0.35 -0.14 -0.08 -0.08 -0.08 -0.14 0.10 0.10 0.06 0.10 0.11 0.08 0.10 0.10 0.11 0.09 0.09 0.10 0.11 0.11 0.07 -0.04 -0.27 -0.04 -0.08 -0.39 -0.08 -0.03 0.88 -0.21 -0.57 0.08 0.08 0.08 0.11 0.11 0.08 0.12 0.07 0.06 0.05 -0.16 0.41